[1]
# C20H24B2KO28

A molecular structure, C20H24B2KO28 at a distorted geometry (ωB97M-V/def2-TZVPD, the Open Molecules 2025 dataset).

Geometry (Å):
1 O 3.38 -2.36 -3.09
2 O -1.27 2.10 1.10
3 B -2.32 0.57 4.02
4 C 6.19 -3.52 -4.22
5 C 2.47 1.38 3.72
6 O -1.38 0.76 2.89
7 O 5.13 -3.75 -2.17
8 C 1.75 3.66 0.36
9 H -4.63 -1.39 -3.50
10 O -1.50 0.01 -2.88
11 C -2.76 2.42 -5.04
12 H -2.20 2.09 -5.91
13 O 5.71 -2.32 -3.92
14 H -3.94 -0.35 1.45
15 H -5.41 -0.24 0.51
16 H -3.82 2.20 -5.19
17 O -3.98 -1.47 -0.30
18 C -2.30 -1.33 5.31
19 O 1.66 3.07 -0.70
20 O 0.66 -1.55 3.38
21 O 6.14 -5.61 -2.94
22 K 0.44 0.63 -0.71
23 H -1.12 -4.00 -1.99
24 C -2.68 -1.70 -0.40
25 H 2.33 1.96 4.62
26 H 0.41 -2.87 1.80
27 H -3.96 0.61 -0.06
28 C -0.24 4.84 0.01
29 H 3.70 1.72 1.02
30 H 4.02 2.86 -0.31
31 C 3.88 -0.73 -1.54
32 O 1.27 -0.09 1.77
33 O 5.03 -1.31 -1.82
34 O 2.77 3.55 1.20
35 C -3.61 -1.36 -3.91
36 C 1.27 -0.47 2.91
37 H 0.13 5.43 -0.82
38 C 5.81 -4.46 -3.05
39 O 1.62 -1.17 -2.38
40 C -4.33 -0.29 0.43
41 O 0.86 4.49 0.86
42 B 4.83 -2.43 -2.75
43 C 3.88 2.77 0.76
44 O -2.74 -0.83 4.15
45 O 6.83 -3.80 -5.18
46 H -0.49 -2.53 -1.30
47 O -1.81 -0.95 -0.04
48 O -2.22 1.87 -3.85
49 H -2.91 -1.76 -3.19
50 H -3.67 -1.92 -4.84
51 C 2.80 -1.39 -2.42
52 C -1.17 -3.36 -1.11
53 O -3.49 1.42 3.67
54 O -2.51 -2.88 -0.99
55 H -2.70 3.50 -4.97
56 H -0.77 -2.95 3.10
57 H -0.94 5.42 0.60
58 O 1.89 0.10 3.93
59 O -2.46 -2.45 5.68
60 H 1.98 1.90 2.89
61 C -1.56 -0.18 6.04
62 O -3.30 -0.01 -4.25
63 H -0.86 -1.61 1.97
64 H 3.54 1.28 3.49
65 C -3.22 2.12 2.58
66 H -0.74 3.94 -0.33
67 C -1.83 1.68 2.07
68 O 3.66 0.02 -0.63
69 H -0.90 -3.91 -0.21
70 C -0.17 -2.27 2.50
71 O -3.95 2.90 2.04
72 C -2.28 0.57 -3.60
73 O -0.95 -0.29 7.06
74 H 4.74 3.10 1.32
75 O -1.68 0.92 5.30

Its spin multiplicity is 1. The charge is -1. For the HOMO-LUMO gap, the calculation gives 0.341 Ha.

Mulliken population analysis, charges in e, atoms 1 to 4:
1 O -0.671
2 O -0.368
3 B 1.373
4 C 0.590

=====

[2]
# C20H24Cl2N4O

C20H24Cl2N4O in the gas phase (ωB97M-V/def2-TZVPD, the Open Molecules 2025 dataset).

Geometry (Å):
1 H -2.25 -3.10 2.00
2 N -1.22 -2.36 0.38
3 C 2.16 -0.53 -1.30
4 C 0.00 -1.53 -1.55
5 N -3.47 0.79 -0.97
6 C -0.03 2.56 0.63
7 H -3.96 -2.97 -0.53
8 H -0.51 -0.55 -1.49
9 H 5.84 1.27 0.92
10 C -2.31 -3.17 0.91
11 C -0.30 2.61 -0.72
12 H 1.76 0.49 -1.18
13 C -0.95 1.94 1.46
14 H 1.88 -1.34 1.17
15 C -0.94 -2.62 -1.02
16 N -3.50 -1.14 0.35
17 H 0.46 -0.33 0.78
18 H 6.95 -0.92 1.10
19 H 3.63 1.46 -0.16
20 H 2.29 -0.72 -2.37
21 C -1.44 2.04 -1.25
22 H 0.88 2.99 1.04
23 H -0.47 -3.60 -1.16
24 C -2.11 1.37 0.96
25 H 0.23 -1.73 -2.59
26 C 4.13 -1.86 -0.52
27 C -4.01 -0.48 -0.72
28 C -2.35 1.39 -0.41
29 O -4.88 -0.91 -1.45
30 C 5.98 -0.84 0.62
31 C 0.94 -1.31 0.62
32 H -4.44 -2.83 1.17
33 C -3.65 -2.58 0.45
34 N 1.23 -1.53 -0.79
35 C 3.50 -0.63 -0.62
36 H 5.85 -2.93 0.17
37 H -0.20 -2.24 2.19
38 H -1.87 -2.59 -1.59
39 H -2.84 0.95 1.64
40 C 4.12 0.49 -0.09
41 H -1.62 2.08 -2.32
42 H -2.24 -4.23 0.63
43 H 0.52 -3.39 1.03
44 C 0.02 -2.41 1.13
45 H -3.76 1.14 -1.87
46 C 5.36 0.39 0.52
47 Cl -0.66 1.88 3.16
48 H -2.58 -0.86 0.65
49 H 3.64 -2.73 -0.92
50 Cl 0.83 3.38 -1.78
51 C 5.37 -1.97 0.10

As for the SMILES: O=C(NCCN1CCN(Cc2ccccc2)CC1)Nc1cc(Cl)cc(Cl)c1. Its spin multiplicity is 1. For the HOMO-LUMO gap, the calculation gives 0.349 Ha.

natural (NBO) population analysis, charges in e, atoms 1 to 4:
1 H 0.200
2 N -0.468
3 C -0.227
4 C -0.213

=====

[3]
# C20H24ClFNO4PSYb

A molecular structure, C20H24ClFNO4PSYb at a distorted geometry (ωB97M-V/def2-TZVPD, the Open Molecules 2025 dataset).

Geometry (Å):
1 C 2.28 1.58 1.46
2 H 0.48 -0.63 -2.94
3 H -0.01 2.82 -3.14
4 C -2.24 0.46 0.18
5 H -3.30 -1.72 2.78
6 Yb 5.40 3.74 2.84
7 H -6.58 0.64 -0.28
8 C -4.75 -0.47 0.72
9 C 1.36 1.61 -1.11
10 H 3.54 2.40 3.11
11 C -1.20 -4.26 -0.24
12 H 1.84 1.42 -2.16
13 H -1.11 -4.97 0.64
14 O 2.60 -1.40 0.93
15 H -5.39 -1.26 1.25
16 C 4.57 0.52 2.45
17 H 3.95 -0.33 2.88
18 C -2.18 -4.41 -1.43
19 H -1.50 -1.73 -3.47
20 H -2.87 -5.33 -1.40
21 C -0.34 -2.09 -1.52
22 H 4.38 2.61 1.45
23 C 3.76 1.86 2.09
24 C -2.65 -1.74 1.82
25 H -1.57 -1.57 2.16
26 C -0.22 -3.03 -0.29
27 H 5.36 0.81 3.26
28 C 0.12 0.54 -1.10
29 O 4.27 -0.69 -0.67
30 H 3.46 1.80 -0.42
31 C 2.50 1.25 -0.07
32 O 1.98 -1.22 -1.62
33 P 0.81 3.42 -1.19
34 O -0.01 3.69 -2.68
35 H -0.37 1.37 0.90
36 H -0.28 -0.46 0.96
37 H -2.33 2.38 -1.15
38 H 5.21 0.20 1.54
39 C -0.62 0.41 0.30
40 S 2.78 -0.60 -0.33
41 C -5.44 0.62 -0.15
42 H -2.82 -2.77 1.35
43 H -0.65 1.02 -1.83
44 Cl 2.65 4.50 -1.39
45 H 1.86 0.72 2.11
46 C -4.51 1.67 -0.81
47 C -3.18 -0.56 0.89
48 F 1.51 2.74 1.79
49 N -2.33 -3.54 -2.55
50 C -1.43 -2.45 -2.57
51 H -4.95 2.51 -1.46
52 C -2.98 1.58 -0.64
53 H 0.54 -2.85 0.53
54 C 0.60 -0.81 -1.80

Its spin multiplicity is 1. The charge is +2. For the HOMO-LUMO gap, the calculation gives 0.065 Ha.

natural (NBO) population analysis, charges in e, atoms 1 to 4:
1 C 0.202
2 H 0.231
3 H 0.490
4 C -0.048

=====

[4]
# C20H24ClN2O4P2PtSe2

A molecular structure, C20H24ClN2O4P2PtSe2 (ωB97M-V/def2-TZVPD, the Open Molecules 2025 dataset).

Geometry (Å):
1 C 3.70 -0.07 0.44
2 P 0.37 2.20 1.20
3 H 2.24 2.60 2.67
4 H 2.90 -1.00 -2.21
5 H 0.69 2.76 3.52
6 H 1.80 5.37 -2.34
7 O -1.03 -1.43 4.52
8 C 1.85 4.37 -1.95
9 O -1.28 0.88 5.00
10 H -4.17 2.67 -2.66
11 H 4.42 0.40 -0.23
12 C 1.99 -1.07 -1.61
13 C -3.31 2.06 -2.41
14 Pt 0.44 -0.02 1.28
15 C -2.10 2.25 -3.05
16 C 2.68 2.11 -2.13
17 C -2.29 0.31 -1.16
18 H 3.15 3.67 -3.52
19 H -4.36 0.87 -0.95
20 H 0.57 4.78 -0.29
21 C -1.28 2.93 1.19
22 O 0.79 0.04 4.24
23 C 2.61 3.41 -2.61
24 C 0.17 -3.07 0.51
25 C 1.23 2.74 -0.30
26 H 2.17 -5.68 1.29
27 C 1.16 4.03 -0.80
28 C 1.49 -2.55 2.33
29 H -0.06 1.57 -3.15
30 Se -1.21 -2.74 -0.78
31 H 3.95 -1.13 0.54
32 Se -2.48 -1.09 0.18
33 H 3.76 0.40 1.42
34 C -1.04 1.45 -2.68
35 C 0.74 -4.34 0.44
36 H -1.21 3.99 1.46
37 C -3.42 1.07 -1.45
38 H 3.27 1.37 -2.66
39 H 1.25 4.06 2.43
40 H 1.11 -0.89 -2.23
41 H -1.73 2.83 0.21
42 C 1.99 1.77 -0.97
43 H 2.80 -4.05 3.10
44 P 2.03 0.11 -0.25
45 H -1.89 2.42 1.93
46 Cl -0.64 -0.11 4.21
47 C 1.72 -4.70 1.34
48 N -1.12 0.50 -1.74
49 O -1.06 0.17 2.78
50 H 0.38 -5.04 -0.30
51 C 2.09 -3.79 2.33
52 C 1.22 2.98 2.59
53 H 1.72 -1.82 3.10
54 N 0.58 -2.18 1.41
55 H -1.98 2.99 -3.83
56 H 1.92 -2.08 -1.20

Its spin multiplicity is 1. The charge is +1. For the HOMO-LUMO gap, the calculation gives 0.298 Ha.

natural (NBO) population analysis, charges in e, atoms 1 to 4:
1 C -0.967
2 P 1.206
3 H 0.256
4 H 0.247

=====

[5]
# C20H24ClN3O4

C20H24ClN3O4 in the gas phase at a distorted geometry (ωB97M-V/def2-TZVPD, the Open Molecules 2025 dataset).

Geometry (Å):
1 H -0.79 -2.38 0.61
2 C -1.13 -2.75 -0.36
3 H 1.96 -2.76 -1.66
4 Cl 0.90 2.78 -1.81
5 C -0.78 2.13 1.59
6 C 2.76 0.27 -2.99
7 H 0.04 -0.40 -1.36
8 H -2.96 -3.66 0.38
9 H -2.90 2.39 6.37
10 C 1.12 -2.26 -1.17
11 H 1.41 -2.07 -0.13
12 C 1.01 0.51 1.43
13 C -2.19 2.23 3.49
14 C -2.05 -3.96 -0.15
15 C -0.06 1.05 2.17
16 H 2.97 -0.35 -0.04
17 C 1.34 1.01 0.20
18 N -0.44 2.61 0.38
19 O -2.47 -4.49 -1.39
20 C 2.46 0.44 -0.62
21 H -1.52 -4.72 0.43
22 O -2.02 0.87 5.29
23 H 0.12 -0.26 3.90
24 O -3.17 2.62 4.34
25 H 1.20 -0.05 -4.47
26 H 0.52 -1.12 -2.90
27 H 1.58 -0.31 1.85
28 C 0.55 2.08 -0.27
29 H 3.20 1.22 -0.85
30 H -1.76 -5.28 -3.09
31 H 0.46 -4.06 -2.97
32 H -4.03 1.22 5.60
33 C -1.36 -4.89 -2.16
34 C -1.47 1.15 4.07
35 N 2.02 -0.08 -1.90
36 H 2.77 0.49 -5.08
37 N 0.02 -3.19 -1.13
38 C -0.42 0.55 3.45
39 H -0.95 -2.95 -3.01
40 H 3.77 -1.72 -4.56
41 C -0.41 -3.71 -2.41
42 O 3.78 0.92 -2.87
43 C -1.87 2.73 2.26
44 H -1.69 -1.96 -0.87
45 H 2.21 -2.32 -4.00
46 H -2.40 3.54 1.81
47 C 2.28 -0.18 -4.36
48 C 0.85 -0.92 -1.89
49 H -0.80 -5.68 -1.64
50 C -3.08 1.78 5.47
51 H 2.43 -1.87 -5.69
52 C 2.70 -1.62 -4.67

As for the SMILES: CCC(=O)N(CCN1CCOCC1)Cc1cc2cc3c(cc2nc1Cl)OCO3. Its spin multiplicity is 1. For the HOMO-LUMO gap, the calculation gives 0.317 Ha.

natural (NBO) population analysis, charges in e, atoms 1 to 4:
1 H 0.205
2 C -0.253
3 H 0.199
4 Cl 0.022

=====

[6]
# C20H24CoIN2O2S3

A molecular structure, C20H24CoIN2O2S3 (ωB97M-V/def2-TZVPD, the Open Molecules 2025 dataset).

Geometry (Å):
1 H -0.69 3.85 0.44
2 H -3.91 0.68 -4.41
3 H 2.09 -1.41 -2.98
4 C 2.95 0.79 0.21
5 N -3.01 2.87 -3.60
6 C -3.10 0.46 -3.73
7 C 1.17 1.06 2.30
8 C -1.77 1.66 -1.94
9 O -1.40 0.47 -1.55
10 H 0.01 -2.65 -3.23
11 H 2.93 -4.41 -1.62
12 C -2.60 4.03 -3.04
13 H 4.82 -2.84 -1.59
14 H 3.19 -0.76 -1.28
15 O -0.07 5.56 -1.09
16 C 4.24 -3.05 -0.70
17 H 3.75 0.85 -1.79
18 H -1.94 5.55 -0.33
19 H -3.43 -0.26 -2.98
20 H 2.67 -4.14 0.19
21 H -0.98 3.66 2.49
22 C 2.98 0.31 -1.23
23 H -2.29 -0.01 -4.30
24 C -1.84 4.09 -1.91
25 C 1.24 2.05 4.48
26 C -0.04 -1.69 -2.70
27 H -2.94 4.94 -3.53
28 H -1.86 6.22 -1.94
29 C 3.22 -3.90 -0.71
30 N -0.22 1.87 0.53
31 Co -0.03 0.11 -0.29
32 C -0.21 2.95 2.77
33 C -2.63 1.73 -3.09
34 H 2.69 1.84 0.29
35 H 2.39 0.32 3.90
36 S 0.06 -2.00 -0.92
37 S 1.36 0.63 -1.99
38 C -0.74 2.89 -0.06
39 C -1.47 5.42 -1.31
40 C 1.68 1.07 3.59
41 H 1.62 2.07 5.49
42 S 1.68 -0.16 1.12
43 I -1.74 -1.16 1.09
44 H 0.36 5.69 -1.94
45 H -0.06 3.72 4.75
46 C -1.41 2.87 -1.33
47 H 3.91 0.62 0.70
48 H 1.09 -0.47 -4.11
49 C 0.30 2.98 4.06
50 C 0.24 2.00 1.87
51 C 1.17 -0.84 -3.08
52 H 4.56 -2.56 0.22
53 H -0.98 -1.20 -2.93

Its spin multiplicity is 2. The charge is +1. For the HOMO-LUMO gap (alpha / beta), the calculation gives 0.256 / 0.205 Ha.

natural (NBO) population analysis, charges in e, atoms 1 to 4:
1 H 0.215
2 H 0.249
3 H 0.241
4 C -0.534